Arrangement A

Here is a 2-piece molecular cluster, C3H5F overall from OMol25. Energies are from ωB97M-V/def2-TZVPD.

Element x y z (Å)
C (1.2152, -0.3294, 0.6330)
C (-0.1413, -0.3161, 0.4016)
C (-1.4583, -0.2851, 0.1874)
H (1.7065, -1.2032, 1.0336)
H (1.8529, 0.4175, 0.1316)
H (-2.0483, 0.1719, 0.9704)
H (-1.9162, -0.5674, -0.7766)
F (0.5001, 1.3168, -1.7186)
H (0.2893, 0.7950, -0.8623)

- E_LUMO (eV) = 0.764
- spin multiplicity = 1
- charge = 0
- structure (SMILES) = C=C=C.F
- frontier orbital gap (hartree) = 0.41128

***

Arrangement B

Here is a 2-piece molecular cluster, C3H5F overall from OMol25. Energies are from ωB97M-V/def2-TZVPD.

Element x y z (Å)
C (0.7628, -0.8801, -1.0606)
C (-0.1237, 0.1268, -0.8795)
C (-0.6571, 0.5286, 1.1490)
F (0.3918, 0.8693, 1.8841)
H (1.2981, -0.9476, -1.9933)
H (1.2967, -1.6401, -0.4091)
H (-0.4058, 0.9995, -1.3780)
H (-1.0651, -0.4160, 1.4797)
H (-1.4978, 1.3595, 1.2077)

- E_LUMO (eV) = 1.217
- spin multiplicity = 1
- charge = 0
- frontier orbital gap (hartree) = 0.39224

***

It is arrangement A that is most stable; the runner-up trails by 0.0549 hartree.

***

Arrangement A

Here is one molecule with the formula C10H15N3O2 from OMol25. Energies are from ωB97M-V/def2-TZVPD.

Element x y z (Å)
C (-2.5100, -1.1392, -0.3554)
C (-2.1042, 1.0584, -0.3672)
C (0.8317, 0.0472, 0.4687)
C (0.6641, -0.9430, -0.5974)
C (0.3722, 0.4538, -0.9392)
C (2.2894, 0.1943, 0.7453)
C (-0.0766, 0.0186, 1.6088)
C (1.4391, -2.1428, -1.2129)
C (0.9855, 1.4107, -1.8637)
C (-4.2623, 0.3777, 0.6099)
N (-3.1069, 0.0991, -0.1921)
N (-1.3723, -0.9486, -1.0405)
N (-1.0922, 0.4042, -1.0460)
O (-3.0416, -2.1913, -0.1665)
O (-2.1997, 2.2227, -0.1404)
H (2.2992, 1.2411, 1.1691)
H (2.7656, 0.1106, -0.2051)
H (2.6494, -0.5543, 1.4025)
H (0.3762, 0.2211, 2.5863)
H (-0.8819, -0.8221, 1.7655)
H (-0.8459, 0.7702, 1.3714)
H (0.6771, -2.7553, -1.6162)
H (2.0076, -2.7897, -0.4144)
H (2.1058, -1.9598, -1.9959)
H (0.3275, 2.3635, -1.9071)
H (1.1485, 0.9244, -2.8508)
H (2.0725, 1.6259, -1.5475)
H (-5.1015, 0.4016, -0.0346)
H (-4.2082, -0.4130, 1.2446)
H (-3.9852, 1.4584, 1.0156)

- E_LUMO (alpha / beta) (eV) = -0.657 / -0.655
- spin multiplicity = 1
- charge = 0
- frontier orbital gap (alpha / beta) (hartree) = 0.27292 / 0.27302

***

Arrangement B

Here is one molecule with the formula C10H15N3O2 from OMol25. Energies are from ωB97M-V/def2-TZVPD.

Element x y z (Å)
C (-3.1042, 1.5135, 0.7232)
C (-2.5177, 0.0902, 0.8093)
C (-1.4184, -0.1452, -0.2605)
N (-1.5174, 0.6005, -1.4166)
N (-0.5125, 1.2721, -1.6773)
N (0.4360, 1.3129, -0.6723)
C (1.7841, 1.5820, -0.9584)
C (2.4516, 0.2074, -1.3618)
C (2.3888, -0.6925, -0.1082)
C (0.9418, -0.8896, 0.2911)
C (0.8432, -1.8021, 1.4731)
O (0.2282, -1.6763, -0.8174)
C (-1.0322, -1.5595, -0.7156)
O (-1.8267, -2.3462, -1.1599)
C (0.1242, 0.3826, 0.3656)
H (-2.2706, 2.2504, 0.6366)
H (-3.8554, 1.5968, 1.5104)
H (-3.5492, 1.7759, -0.2773)
H (-3.3305, -0.5595, 0.5272)
H (-2.2010, -0.2029, 1.7924)
H (2.2716, 1.8567, -0.0470)
H (1.9087, 2.2723, -1.7191)
H (3.3944, 0.4308, -1.6972)
H (2.0288, -0.2118, -2.2473)
H (2.8599, -1.6070, -0.3693)
H (2.8733, -0.2049, 0.7655)
H (1.3761, -1.3893, 2.3845)
H (1.2160, -2.7206, 1.2160)
H (-0.2310, -1.9631, 1.7264)
H (0.2401, 0.8266, 1.2840)

- E_LUMO (eV) = 0.578
- spin multiplicity = 1
- charge = 0
- structure (SMILES) = CC[C@]12N=NN3CCC[C@](C)(OC1=O)[C@@H]32
- frontier orbital gap (hartree) = 0.34910

***

It is arrangement B that is most stable; the runner-up trails by 0.0920 hartree.

***

Arrangement A

Here is C3H4NP as an isolated structure from OMol25. Energies are from ωB97M-V/def2-TZVPD.

Element x y z (Å)
C (1.8295, 0.0362, 0.0856)
C (-0.7293, -0.1684, -0.4484)
C (0.6773, 0.5639, 0.6769)
N (2.7254, -0.3977, -0.4850)
P (-2.1681, -0.5034, 0.2299)
H (-0.5511, -0.3418, -1.4151)
H (0.1956, -0.0619, 1.4920)
H (0.6665, 1.6832, 0.9294)
H (-2.6457, -0.8100, -1.0654)

- E_LUMO (eV) = -0.150
- spin multiplicity = 1
- charge = 0
- frontier orbital gap (hartree) = 0.36849

***

Arrangement B

Here is one molecule with the formula C3H4NP from OMol25. Energies are from ωB97M-V/def2-TZVPD.

Element x y z (Å)
H (-0.2732, 2.4783, -0.3920)
P (1.1153, 1.8470, -0.0979)
C (0.6343, 0.2494, 0.0276)
C (-1.0930, -0.4651, 0.0082)
C (1.5505, -0.8618, 0.0637)
N (2.2007, -1.8017, 0.2549)
H (-1.6450, 0.0126, 0.8182)
H (-1.4517, 0.0565, -0.9596)
H (-1.0379, -1.5152, 0.2770)

- E_LUMO (eV) = -0.915
- spin multiplicity = 1
- charge = 0
- structure (SMILES) = [H]/P=C(\C)C#N
- frontier orbital gap (hartree) = 0.33148

***

It is arrangement B that is most stable; the runner-up trails by 0.0227 hartree.

***

Arrangement A

Here is a 2-piece molecular cluster, C5H13NS overall from OMol25. Energies are from ωB97M-V/def2-TZVPD.

Element x y z (Å)
C (1.5528, 2.9218, 0.8593)
C (0.3429, 1.3049, -0.8008)
C (-1.8182, -3.2307, -0.6918)
C (-2.6166, -2.1564, 0.0623)
C (-2.0968, -1.5245, 1.0807)
N (3.1933, 1.3118, -0.4923)
S (1.6408, 1.1791, 0.1950)
H (2.4798, 3.3575, 0.8015)
H (1.2914, 2.7436, 1.9558)
H (-0.1927, 0.4285, -1.2515)
H (0.3291, 2.1841, -1.4223)
H (-2.4024, -3.6914, -1.4024)
H (-1.0565, -2.6614, -1.2112)
H (-1.2474, -3.6875, 0.0930)
H (0.6742, 3.4044, 0.4977)
H (-3.6032, -1.9106, -0.3154)
H (-1.2584, -1.8974, 1.5842)
H (-2.6761, -0.8512, 1.6703)
H (3.5011, 1.9894, -1.1473)
H (3.9631, 0.7862, -0.0645)

- E_LUMO (eV) = 0.726
- spin multiplicity = 1
- charge = 0
- frontier orbital gap (hartree) = 0.30713

***

Arrangement B

Here is a 3-piece molecular cluster, C5H13NS overall from OMol25. Energies are from ωB97M-V/def2-TZVPD.

Element x y z (Å)
C (0.8622, 0.3865, -1.6156)
N (-0.2529, 0.3295, -2.5552)
C (-1.7760, -1.1189, -0.0817)
C (-1.8649, 0.1487, -0.4801)
S (1.3599, -0.2016, 2.1824)
C (-1.6930, -1.3873, 1.3819)
C (1.5154, 1.7994, -1.2578)
H (0.4076, 0.0512, -0.6835)
H (1.5375, -0.4438, -1.8750)
H (0.3414, 0.0704, -3.4131)
H (-1.1537, -1.9036, -0.8216)
H (-2.3211, 0.4704, -1.4088)
H (-1.8309, 0.9466, 0.2851)
H (0.7900, 0.8482, 1.8570)
H (-0.6670, -0.9340, 1.6539)
H (-2.6687, -1.0166, 1.8560)
H (-1.7226, -2.5152, 1.4256)
H (2.3902, 1.9945, -1.9434)
H (0.7862, 2.6543, -1.4268)
H (1.8607, 1.7262, -0.2186)

- E_LUMO (eV) = -4.232
- spin multiplicity = 1
- charge = 0
- frontier orbital gap (hartree) = 0.12579

***

Arrangement C

Here is a 2-piece molecular cluster, C5H13NS overall from OMol25. Energies are from ωB97M-V/def2-TZVPD.

Element x y z (Å)
C (1.3444, -2.4148, -0.5681)
C (0.0997, -2.0569, -0.3146)
C (-0.6858, -2.4769, 0.8917)
N (-0.5917, -1.1444, -1.1689)
H (1.8885, -2.0540, -1.4287)
H (1.9578, -2.9112, 0.1681)
H (-0.2965, -1.9762, 1.7747)
H (-1.7608, -2.3762, 0.7926)
H (-0.4616, -3.5296, 1.0725)
H (-1.5378, -1.4677, -1.3427)
H (-0.1083, -0.9913, -2.0422)
C (1.3660, 2.7994, -0.1596)
C (-0.1356, 2.6141, -0.1631)
S (-0.6691, 1.1686, 0.8078)
H (1.8474, 1.9776, -0.7013)
H (1.7897, 2.7786, 0.8433)
H (1.7161, 3.6994, -0.6635)
H (-0.5648, 2.5592, -1.1621)
H (-0.5979, 3.4695, 0.3283)
H (-0.6021, 0.1697, -0.2506)

- E_LUMO (eV) = 0.813
- spin multiplicity = 1
- charge = 0
- structure (SMILES) = C=C(C)N.CCS
- frontier orbital gap (hartree) = 0.32771

***

Arrangement D

Here is C5H13NS as an isolated structure from OMol25. Energies are from ωB97M-V/def2-TZVPD.

Element x y z (Å)
C (0.5467, 0.9420, 0.8625)
C (1.2308, -0.3810, 1.1623)
C (1.6459, -1.1659, -0.1028)
S (2.5082, -0.3489, -1.4999)
C (-0.6076, 0.8688, -0.1611)
N (-1.6524, -0.1068, 0.0234)
C (-2.5435, -0.2107, -1.1611)
H (0.2442, 1.4353, 1.7922)
H (1.2649, 1.6641, 0.4462)
H (2.1233, -0.1742, 1.7519)
H (0.5096, -0.9681, 1.7704)
H (0.7651, -1.7492, -0.3815)
H (2.3441, -1.9457, 0.1955)
H (3.0985, 0.3601, 0.0345)
H (-0.0632, 0.5836, -1.0588)
H (-0.9981, 1.9041, -0.2505)
H (-2.1444, 0.0168, 0.9009)
H (-1.9439, -0.6304, -1.9854)
H (-3.3849, -0.8497, -0.8243)
H (-2.9433, 0.7559, -1.5142)

- E_LUMO (eV) = -0.092
- spin multiplicity = 1
- charge = 0
- frontier orbital gap (hartree) = 0.31447

***

It is arrangement C that is most stable; the runner-up trails by 0.0544 hartree.

***

Arrangement A

Here is C24H26GeN6PRhS as an isolated structure from OMol25. Energies are from ωB97M-V/def2-TZVPD.

Element x y z (Å)
Rh (0.4423, -0.4144, -0.1078)
C (2.9776, 0.7223, 4.7003)
N (2.7476, 0.0558, 3.4177)
C (3.4292, -1.0353, 2.9601)
C (2.8775, -1.3740, 1.7577)
N (1.8618, -0.5008, 1.4850)
C (1.7998, 0.3537, 2.5027)
P (0.6364, 1.7463, 2.5779)
C (0.8984, 2.3136, 0.8663)
N (0.8186, 1.5304, -0.2104)
C (1.0367, 2.3043, -1.3180)
C (1.2509, 3.5813, -0.8938)
N (1.1560, 3.5741, 0.4705)
C (1.3338, 4.7432, 1.3361)
C (-0.8482, 0.7551, 2.2096)
N (-0.9209, -0.1442, 1.2269)
C (-2.1534, -0.7435, 1.2773)
C (-2.8340, -0.1864, 2.3162)
N (-2.0113, 0.7470, 2.8847)
C (-2.3540, 1.5466, 4.0634)
H (3.8810, 0.3091, 5.1378)
H (2.1420, 0.5459, 5.3739)
H (3.1154, 1.7899, 4.5476)
H (4.2485, -1.4647, 3.5105)
H (3.1651, -2.1514, 1.0700)
H (1.0229, 1.9065, -2.3169)
H (1.4538, 4.4824, -1.4461)
H (1.5832, 5.5913, 0.7064)
H (2.1467, 4.5686, 2.0364)
H (0.4120, 4.9548, 1.8725)
H (-2.4528, -1.5140, 0.5907)
H (-3.8262, -0.3729, 2.6888)
H (-3.4359, 1.6208, 4.1160)
H (-1.9340, 2.5438, 3.9664)
H (-1.9770, 1.0690, 4.9653)
S (-0.6412, -0.8246, -1.9080)
Ge (0.2234, -2.8764, -1.1470)
C (-0.6596, -3.6655, 0.3766)
C (-1.8470, -4.3674, 0.1613)
C (-2.4251, -5.0910, 1.1939)
C (-1.8234, -5.1226, 2.4443)
C (-0.6515, -4.4147, 2.6725)
C (-0.0755, -3.6825, 1.6454)
C (2.1023, -3.1784, -1.4522)
C (2.7039, -2.6679, -2.6007)
C (4.0314, -2.9587, -2.8769)
C (4.7626, -3.7564, -2.0067)
C (4.1650, -4.2766, -0.8674)
C (2.8381, -3.9845, -0.5823)
H (-0.5372, -3.3803, -2.3889)
H (-2.3205, -4.3636, -0.8134)
H (-3.3389, -5.6426, 1.0180)
H (-2.2670, -5.7036, 3.2417)
H (-0.1861, -4.4373, 3.6493)
H (0.8291, -3.1175, 1.8409)
H (2.1375, -2.0569, -3.2950)
H (4.4918, -2.5718, -3.7760)
H (5.7979, -3.9825, -2.2243)
H (4.7275, -4.9240, -0.2073)
H (2.3712, -4.4282, 0.2899)

- E_LUMO (eV) = -7.323
- spin multiplicity = 1
- charge = +2
- frontier orbital gap (hartree) = 0.24906

***

Arrangement B

Here is C24H26GeN6PRhS as an isolated structure from OMol25. Energies are from ωB97M-V/def2-TZVPD.

Element x y z (Å)
Rh (0.0281, 0.3286, 0.2217)
C (2.3937, 3.1628, -3.8030)
N (1.4480, 2.8307, -2.7367)
C (0.3372, 3.5625, -2.4311)
C (-0.3107, 2.9072, -1.4292)
N (0.4040, 1.7782, -1.1310)
C (1.4646, 1.7453, -1.9352)
P (2.7535, 0.4716, -1.9490)
C (2.9500, 0.4254, -0.1329)
N (1.9414, 0.3562, 0.7377)
C (2.4655, 0.4750, 1.9969)
C (3.8178, 0.5810, 1.8791)
N (4.1056, 0.5475, 0.5440)
C (5.4456, 0.6506, -0.0386)
C (1.6222, -0.9511, -2.0593)
N (0.5793, -1.1227, -1.2498)
C (-0.0615, -2.2530, -1.6674)
C (0.6143, -2.7731, -2.7339)
N (1.6750, -1.9456, -2.9673)
C (2.6465, -2.0973, -4.0505)
H (2.4540, 4.2443, -3.8846)
H (2.0545, 2.7438, -4.7480)
H (3.3778, 2.7741, -3.5571)
H (0.0991, 4.4795, -2.9415)
H (-1.2129, 3.1677, -0.9078)
H (1.8579, 0.4974, 2.8814)
H (4.5850, 0.6869, 2.6261)
H (6.1636, 0.7115, 0.7735)
H (5.5210, 1.5486, -0.6470)
H (5.6623, -0.2301, -0.6379)
H (-0.9461, -2.6236, -1.1867)
H (0.4304, -3.6462, -3.3353)
H (2.6072, -3.1228, -4.4052)
H (3.6483, -1.8930, -3.6815)
H (2.4057, -1.4250, -4.8713)
S (-1.2309, 1.7504, 1.4502)
Ge (-2.7330, 0.0860, 1.1607)
C (-1.5507, -1.4239, 1.5720)
C (-1.8987, -2.7137, 1.1400)
C (-1.0282, -3.7704, 1.2988)
C (0.2426, -3.5663, 1.8472)
C (0.6046, -2.3138, 2.2818)
C (-0.2952, -1.2352, 2.1665)
C (-4.3186, 0.6008, 2.1071)
C (-4.2610, 0.9270, 3.4603)
C (-5.4204, 1.2869, 4.1275)
C (-6.6305, 1.3237, 3.4460)
C (-6.6880, 1.0022, 2.0977)
C (-5.5316, 0.6367, 1.4237)
H (-3.0163, -0.1119, -0.3475)
H (-2.8709, -2.8896, 0.6921)
H (-1.3288, -4.7663, 0.9985)
H (0.9192, -4.4018, 1.9656)
H (1.5611, -2.1713, 2.7667)
H (-0.1074, -0.3258, 2.7212)
H (-3.3171, 0.9132, 3.9931)
H (-5.3817, 1.5400, 5.1783)
H (-7.5332, 1.6074, 3.9700)
H (-7.6318, 1.0338, 1.5707)
H (-5.5818, 0.3888, 0.3702)

- E_LUMO (alpha / beta) (eV) = -7.132 / -7.130
- spin multiplicity = 1
- charge = +2
- frontier orbital gap (alpha / beta) (hartree) = 0.23856 / 0.23863

***

It is arrangement B that is most stable; the runner-up trails by 0.0315 hartree.

***

Arrangement A

Here is one molecule with the formula C3H5FO2 from OMol25. Energies are from ωB97M-V/def2-TZVPD.

Element x y z (Å)
O (2.1637, -0.9423, -0.1355)
C (0.9737, -0.9202, 0.0218)
C (0.1347, 0.2673, 0.4144)
O (0.9107, 1.3708, -0.0660)
C (-1.2395, 0.2839, -0.2790)
F (-1.8680, -0.8520, 0.0891)
H (0.3219, -1.8137, -0.2924)
H (-0.0413, 0.0931, 1.5151)
H (1.8306, 1.0057, 0.1150)
H (-1.9307, 1.1675, -0.0134)
H (-1.2558, 0.3399, -1.3692)

- E_LUMO (eV) = 0.668
- spin multiplicity = 1
- charge = 0
- structure (SMILES) = O=C[C@@H](O)CF
- frontier orbital gap (hartree) = 0.40334

***

Arrangement B

Here is one molecule with the formula C3H5FO2 from OMol25. Energies are from ωB97M-V/def2-TZVPD.

Element x y z (Å)
C (-0.5278, -0.4260, 0.4886)
C (2.0318, 0.0118, 0.5140)
C (-1.5844, 0.1772, -0.2993)
O (0.7433, -0.0630, 0.1850)
O (2.7077, 0.9030, -0.3253)
F (-2.2333, 1.2281, 0.2895)
H (-0.9070, -0.7194, 1.4672)
H (2.5076, -0.1968, 1.4794)
H (-2.3900, -0.4709, -0.8299)
H (-1.0859, 0.7408, -1.1477)
H (2.1776, 1.5868, -0.5376)

- E_LUMO (alpha / beta) (eV) = 0.691 / 0.147
- spin multiplicity = 1
- charge = 0
- frontier orbital gap (alpha / beta) (hartree) = 0.32564 / 0.28826

***

It is arrangement A that is most stable; the runner-up trails by 0.1324 hartree.